Record 1
{
  "formula": "C15H40O5",
  "method": "ωB97M-V/def2-TZVPD",
  "species": ["C", "C", "C", "O", "H", "H", "H", "H", "H", "H", "H", "H", "C", "C", "C", "O", "H", "H", "H", "H", "H", "H", "H", "H", "C", "C", "C", "O", "H", "H", "H", "H", "H", "H", "H", "H", "C", "C", "C", "O", "H", "H", "H", "H", "H", "H", "H", "H", "C", "C", "C", "O", "H", "H", "H", "H", "H", "H", "H", "H"],
  "coordinates": [[2.2116, 0.8407, -4.0428], [3.3890, -0.2096, -3.9740], [3.5006, -0.8955, -2.6513], [3.2742, -1.2079, -4.9037], [2.6329, 1.7248, -3.5643], [1.2333, 0.6430, -3.6046], [2.1246, 0.9598, -5.1228], [4.3085, 0.2999, -4.2623], [4.3374, -1.5930, -2.6894], [2.5905, -1.3700, -2.2842], [3.7162, -0.1365, -1.8993], [3.8411, -1.0155, -5.6542], [-4.2486, 0.7007, 1.9214], [-3.3522, 0.3905, 0.7228], [-4.0290, 0.5780, -0.6691], [-2.2158, 1.2582, 0.8084], [-3.7463, 0.4016, 2.8414], [-5.0447, -0.0174, 1.7246], [-4.5844, 1.7361, 1.8633], [-3.0412, -0.6404, 0.8918], [-3.4152, 0.3499, -1.5405], [-4.4250, 1.5927, -0.7113], [-4.8520, -0.1192, -0.8265], [-2.5753, 2.0959, 1.1095], [0.3642, 1.0042, -0.0944], [-0.3528, -0.3600, -0.1724], [0.4566, -1.5974, -0.4542], [-1.1538, -0.5669, 0.9616], [0.8984, 0.9820, 0.8555], [-0.3171, 1.8549, -0.1158], [0.9760, 1.1717, -0.9808], [-1.0323, -0.2896, -1.0217], [1.0432, -1.7623, 0.4496], [1.0696, -1.6098, -1.3554], [-0.2659, -2.3963, -0.6214], [-1.7452, 0.1617, 1.1638], [-2.7215, -1.9267, 1.9795], [-2.4654, -3.3972, 2.4511], [-2.4350, -3.8005, 3.9710], [-3.5818, -4.1260, 1.9656], [-2.6951, -1.9684, 0.8907], [-1.9136, -1.2465, 2.2491], [-3.6620, -1.5800, 2.4078], [-1.5616, -3.7594, 1.9611], [-1.6958, -3.2095, 4.5117], [-2.3059, -4.8250, 4.3203], [-3.3734, -3.4777, 4.4218], [-3.4073, -5.0580, 2.1157], [2.8553, 1.5724, 0.2811], [3.8010, 2.8233, 0.3202], [3.0767, 4.1566, 0.1037], [4.4918, 2.9353, 1.5845], [1.9939, 1.6151, 0.9476], [3.3707, 0.6493, 0.5463], [2.4591, 1.3866, -0.7172], [4.6153, 2.7539, -0.4011], [3.7557, 4.9836, 0.3111], [2.2882, 4.4453, 0.7987], [2.7108, 4.2859, -0.9149], [4.8289, 3.8086, 1.7972]],
  "forces_ev_per_a": [[1.72, -0.47, -0.45], [-1.15, 0.93, 0.92], [0.65, 0.71, 1.06], [-0.61, -1.77, -2.03], [-0.31, 0.37, -0.20], [0.24, -0.62, 0.07], [-0.42, 0.63, 0.07], [0.12, 0.64, 0.73], [-0.16, -0.15, 0.19], [0.14, -0.17, -0.63], [0.23, -0.01, 0.22], [-0.21, -0.09, -0.08], [-0.15, -0.76, -1.54], [-2.70, 0.92, -1.03], [-0.22, -0.39, 0.83], [-2.45, 3.73, -0.81], [-0.10, 0.51, 0.04], [-0.67, 0.39, 0.62], [-0.25, -0.03, 0.42], [-0.62, 1.76, -1.17], [0.60, 0.39, 0.33], [-0.01, 0.07, -0.32], [-0.31, 0.03, 0.48], [0.18, 0.36, 0.15], [-1.56, -1.46, -0.42], [-1.23, 1.91, -1.22], [-0.05, -0.11, 0.67], [5.55, -3.12, -1.01], [-1.19, -0.33, -0.69], [-0.19, -0.30, 0.28], [-0.30, -0.46, 0.37], [-0.37, 0.18, -0.50], [0.31, -0.56, -0.16], [-0.05, 0.55, 0.27], [0.09, -0.26, 0.41], [2.51, -0.16, 0.52], [-0.14, -3.17, 2.76], [-0.41, -0.64, 1.00], [0.20, 2.33, 0.27], [-0.55, -0.28, -1.04], [-0.30, -0.90, 0.49], [-0.64, -1.06, 0.90], [-0.17, -0.49, -0.20], [0.27, 0.06, -0.06], [0.35, 0.00, 0.01], [0.18, -0.29, -0.97], [-0.27, 0.02, -0.16], [-0.09, -0.10, -0.02], [2.38, 1.15, 0.48], [-0.28, 0.64, 0.88], [0.07, 0.49, -0.21], [-0.42, -1.40, 0.59], [1.92, 1.25, -0.03], [0.42, 0.04, 0.12], [0.87, 0.61, 0.31], [-0.29, -0.26, -0.56], [0.57, -0.01, -0.45], [-0.42, -0.93, 0.11], [-0.07, -0.08, -0.04], [-0.24, 0.14, -0.57]],
  "mulliken_charge": [-0.9937, 0.3669, -0.8141, -0.5626, 0.2736, 0.1414, 0.3465, 0.3409, 0.3875, -0.0094, 0.1333, 0.3598, -1.6401, 2.5315, -1.4778, -0.4391, 0.3706, 0.4369, 0.4503, -1.7152, 0.3016, 0.3417, 0.3922, 0.3951, -0.8542, 0.8422, -1.4261, -0.8490, 0.2169, 0.0686, 0.1439, -0.1041, 0.3957, 0.1455, 0.3975, 0.7035, -0.6107, -0.0249, -1.3940, -0.5847, 0.1719, 0.4930, 0.3523, 0.2966, 0.3170, 0.4018, 0.3737, 0.3396, -0.3992, 0.2920, -1.4602, -0.5705, 0.5598, 0.4174, -0.2108, 0.2177, 0.4565, 0.3450, 0.3197, 0.3031],
  "homo_lumo_gap_ha": 0.3495,
  "e_lumo_ha": 0.0195,
  "relative_energy_kcal_mol": 177.74
}

Record 2
{
  "formula": "C15H41BNNbO5PS",
  "method": "ωB97M-V/def2-TZVPD",
  "species": ["C", "C", "C", "C", "C", "Nb", "O", "C", "C", "C", "C", "N", "B", "C", "O", "P", "C", "C", "H", "H", "H", "H", "H", "H", "H", "H", "H", "H", "H", "H", "H", "H", "H", "H", "H", "H", "H", "H", "H", "H", "H", "H", "H", "H", "H", "H", "H", "H", "H", "H", "H", "O", "S", "O", "O", "C", "C", "C", "H", "H", "H", "H", "H", "H", "H", "H"],
  "coordinates": [[4.4649, -2.7666, -0.3513], [4.3207, -1.8846, -1.7252], [2.7359, -1.5214, -2.1183], [2.3972, 0.0421, -1.6467], [2.6354, 0.0835, -0.0249], [0.2759, 0.7137, -2.2841], [-1.6134, 1.3974, -2.9260], [1.1121, 1.5026, -4.2922], [2.2672, 0.5399, -4.9445], [-0.4571, 0.0388, -0.2459], [-2.0639, -0.2096, -0.0966], [-2.4293, 0.2291, 1.3379], [0.6399, 2.8638, -1.4683], [-0.4208, 4.1085, -1.8437], [1.7975, 3.2466, -0.6332], [-0.2202, -1.5533, -3.3852], [-1.0971, -1.3600, -5.0702], [-1.1255, -2.7445, -2.2011], [5.3134, -3.5928, -0.4543], [4.8228, -2.0456, 0.5136], [3.4362, -3.2325, 0.0005], [4.9598, -0.8875, -1.5798], [4.7865, -2.5287, -2.6160], [2.0170, -2.2260, -1.4978], [2.6634, -1.6816, -3.2761], [3.1999, 0.7891, -2.1185], [3.7806, 0.2177, 0.2284], [2.0651, 0.9329, 0.5428], [2.3161, -0.9380, 0.4966], [-1.4794, 2.0610, -3.6786], [1.6116, 2.5686, -4.0948], [0.2262, 1.7311, -5.0592], [1.9562, -0.5882, -5.0242], [3.3181, 0.7129, -4.4282], [2.4118, 0.9130, -6.0691], [-0.1120, 0.8107, 0.5624], [0.0690, -1.0079, -0.0168], [-2.3928, -1.3546, -0.1432], [-2.7491, 0.4267, -0.7968], [-2.2772, 1.2807, 1.4005], [-1.7545, -0.2636, 1.9730], [-1.2765, 4.2315, -1.0548], [0.2469, 5.0977, -1.8207], [-0.7859, 3.9970, -2.9529], [2.2920, 3.9950, -1.0851], [-0.2519, -1.0352, -5.8484], [-1.9378, -0.5456, -5.0854], [-1.4625, -2.4261, -5.4575], [-2.2722, -2.4806, -2.1866], [-0.6907, -2.7941, -1.1161], [-1.0332, -3.8311, -2.6693], [-1.5186, -1.4694, 6.9162], [-2.6253, -0.6796, 7.4132], [-3.9615, -1.2228, 7.5400], [-2.7035, 0.7130, 6.5714], [-2.7722, 0.6499, 5.1540], [-4.1682, 0.2886, 4.6828], [-2.1589, 0.0293, 8.9728], [-2.0269, -0.0480, 4.7583], [-2.5146, 1.6454, 4.7766], [-4.4223, -0.7391, 4.9595], [-4.2438, 0.3742, 3.5952], [-4.9153, 0.9417, 5.1449], [-1.1746, 0.4896, 8.8720], [-2.1233, -0.7737, 9.7119], [-2.9073, 0.7691, 9.2631]],
  "forces_ev_per_a": [[0.54, 0.46, 0.53], [0.00, -0.53, -0.02], [1.53, 0.77, 0.49], [1.14, -0.37, 0.33], [0.42, -0.28, 0.74], [-1.32, -1.12, -0.82], [1.92, 1.10, -1.33], [0.92, 1.27, -0.70], [0.10, 1.04, -1.52], [-0.30, -1.02, 0.82], [-0.07, 0.17, 1.19], [0.23, 0.38, -0.43], [0.10, 1.84, 1.43], [1.39, 1.07, -0.53], [-0.51, 0.54, -2.40], [-0.31, -0.37, 0.07], [-0.10, -0.54, -1.27], [-1.29, -1.67, -0.65], [-1.97, 1.58, 0.21], [-0.81, -1.51, -1.62], [2.20, 0.79, -0.88], [-1.44, -2.17, -0.54], [-0.92, 1.50, 1.87], [1.40, 1.24, -1.53], [-0.27, 0.34, 2.49], [-1.52, -1.66, 0.86], [-2.11, -0.25, -0.47], [1.13, -1.51, -1.31], [0.57, 2.07, -1.22], [-0.48, -1.35, 1.68], [-0.85, -2.01, -0.62], [1.88, -0.66, 1.41], [0.71, 2.17, 0.48], [-2.32, -0.69, -0.86], [-0.10, -0.87, 2.16], [-0.73, -1.60, -1.20], [-0.86, 2.19, -0.31], [0.92, 2.56, -0.21], [1.49, -1.27, 1.04], [0.09, -1.96, 0.01], [-0.71, 1.01, -0.81], [1.44, -0.36, -1.68], [-1.52, -1.62, 0.03], [0.23, 0.27, 2.29], [-1.12, -0.97, 1.07], [-1.79, -0.58, 1.78], [1.38, -1.63, 0.05], [0.47, 2.35, 0.78], [2.18, -0.56, 0.25], [-0.73, 0.41, -2.19], [-0.28, 2.02, 1.12], [-1.12, 0.41, 0.25], [-0.09, 0.49, -0.40], [1.20, 0.15, -0.19], [0.33, -0.76, 1.54], [-0.34, -0.11, -1.40], [-0.26, -0.26, -0.01], [0.02, 0.19, -0.02], [-0.05, 0.03, 0.19], [0.09, -0.11, 0.38], [0.05, 0.12, -0.05], [0.15, 0.01, 0.09], [0.15, 0.00, -0.05], [-0.16, -0.08, -0.06], [-0.05, 0.00, -0.23], [0.08, -0.13, -0.10]],
  "mulliken_charge": [-0.8138, -0.4966, -0.0044, 0.6516, -1.0192, -0.5173, -0.7945, -0.3602, -0.7391, -0.2754, -0.3834, -0.4777, 0.4174, -0.7449, -0.6769, 0.5425, -0.8462, -1.1012, 0.2696, 0.1877, 0.2085, 0.2215, 0.3624, 0.0066, -0.0379, 0.2688, 0.2445, 0.1857, 0.1881, 0.1725, 0.1194, 0.2368, 0.0360, 0.2184, 0.3042, 0.2566, 0.0927, 0.2020, 0.1578, 0.2342, 0.2140, 0.2469, 0.1230, 0.1327, 0.2420, 0.2110, 0.1920, 0.3245, 0.2172, 0.2486, 0.3862, -0.6265, 1.2090, -0.6036, -0.2785, -0.3127, -1.0266, -0.9207, 0.3363, 0.2424, 0.2717, 0.4157, 0.2790, 0.3088, 0.3627, 0.3081],
  "homo_lumo_gap_ha": 0.2021,
  "e_lumo_ha": 0.0750,
  "total_charge": -1
}

Record 3
{
  "formula": "C15H41ClFN2O9P",
  "method": "ωB97M-V/def2-TZVPD",
  "species": ["C", "C", "C", "N", "C", "P", "N", "O", "C", "O", "O", "C", "Cl", "C", "C", "C", "F", "H", "H", "H", "H", "H", "H", "H", "H", "H", "H", "H", "H", "H", "H", "H", "H", "H", "C", "O", "H", "H", "H", "H", "C", "O", "H", "H", "H", "H", "C", "O", "H", "H", "H", "H", "C", "O", "H", "H", "H", "H", "C", "O", "H", "H", "H", "H", "C", "O", "H", "H", "H", "H"],
  "coordinates": [[3.2213, 2.1205, 1.1125], [3.7022, 0.6083, 1.3906], [2.5239, -0.5068, 1.2221], [1.7094, -0.0976, 0.0346], [0.4712, -0.9030, -0.1322], [-0.3872, -0.0544, -1.6135], [-0.6551, -1.0105, -2.8706], [0.7713, -2.3474, -0.2133], [0.3113, -3.0389, 0.9830], [0.2792, -4.2914, 1.1217], [-0.1426, -2.0278, 1.9397], [-0.6098, -0.9922, 1.0541], [-2.0438, -1.8644, 0.2032], [-1.3263, 0.3196, 1.6302], [-0.3518, 1.5688, 1.9240], [-0.4252, 2.6697, 0.7275], [-0.0425, 3.9402, 1.3500], [4.1755, 2.7852, 1.1089], [2.7203, 2.2889, 0.0982], [2.5919, 2.4749, 2.0099], [4.1999, 0.5944, 2.4216], [4.5319, 0.3725, 0.6232], [1.9054, -0.5034, 2.2058], [3.0000, -1.5457, 1.1506], [2.2925, -0.3294, -0.8034], [0.4441, 1.0676, -1.9927], [-1.6606, 0.5261, -1.2167], [-0.3206, -1.9469, -2.5904], [-1.8303, 0.0470, 2.6346], [-2.1602, 0.6794, 0.9274], [0.7184, 1.2914, 2.2127], [-0.7971, 2.1160, 2.8483], [0.3057, 2.4468, -0.1261], [-1.5113, 2.7791, 0.3855], [2.0468, -7.6976, 1.4492], [1.3540, -7.3931, 2.6491], [2.7756, -8.4834, 1.6515], [1.3383, -8.0475, 0.6942], [2.5669, -6.8061, 1.0891], [0.7168, -6.6960, 2.4411], [0.1283, 7.0126, 3.3909], [1.1424, 6.5437, 2.5163], [0.3865, 8.0190, 3.7222], [-0.8289, 7.0401, 2.8640], [0.0575, 6.3533, 4.2598], [0.8899, 5.6532, 2.2385], [-4.8626, -2.5782, -3.1586], [-3.4578, -2.3933, -3.2477], [-5.2769, -2.6268, -4.1659], [-5.0782, -3.5128, -2.6338], [-5.3111, -1.7366, -2.6236], [-3.1172, -2.3537, -2.3433], [-7.7524, -1.7813, -6.1871], [-7.8975, -2.6245, -5.0544], [-6.7853, -1.2803, -6.1318], [-7.7975, -2.3801, -7.1003], [-8.5480, -1.0317, -6.1928], [-8.7594, -3.0549, -5.1278], [-0.2798, 6.4531, -1.0048], [1.1247, 6.6328, -1.0845], [-0.6889, 6.4109, -2.0151], [-0.5010, 5.5172, -0.4857], [-0.7273, 7.2937, -0.4680], [1.4596, 6.6668, -0.1770], [6.1976, -2.6987, 1.7330], [5.4191, -2.2308, 0.6413], [6.3893, -1.8666, 2.4113], [5.6517, -3.4812, 2.2661], [7.1486, -3.0918, 1.3653], [5.2651, -2.9862, 0.0582]],
  "forces_ev_per_a": [[1.01, 0.16, 0.68], [0.16, 0.20, -1.01], [1.26, 0.90, 1.73], [-0.60, -2.14, 0.55], [0.09, 0.51, 1.58], [-0.65, -1.76, -2.88], [0.92, 0.28, 1.78], [-1.10, -0.65, 1.90], [0.05, -2.69, -0.47], [0.45, 6.79, -0.43], [0.51, -0.66, -2.43], [-0.95, 0.41, -0.66], [-0.11, 0.30, 0.23], [0.83, 0.26, 1.30], [-0.77, 0.96, 0.14], [0.34, -0.53, 1.42], [-0.42, -1.58, -1.05], [-1.62, -1.10, 0.06], [0.50, -0.40, 1.65], [0.69, -0.36, -1.65], [-0.87, -0.29, -1.40], [-1.27, 0.19, 1.21], [0.73, 0.08, -1.89], [-0.67, 1.45, -0.11], [-0.65, 0.48, 0.72], [-0.45, -0.41, 0.80], [1.15, 0.09, 0.42], [-0.31, 0.34, -0.54], [0.81, 0.13, -1.75], [1.39, -0.92, 0.97], [-1.59, 0.33, -0.72], [0.74, -0.87, -1.60], [-1.10, 0.52, 1.28], [1.61, -0.02, 0.35], [-0.23, 0.21, 0.03], [-0.13, 0.09, 0.13], [-0.11, 0.08, 0.08], [0.19, -0.04, -0.17], [0.09, -0.11, -0.20], [0.18, -0.15, 0.10], [-0.02, -0.22, -0.14], [0.15, -0.11, -0.25], [0.05, -0.12, -0.09], [-0.12, 0.09, 0.19], [-0.16, 0.14, 0.10], [0.09, 0.13, 0.03], [0.26, 0.00, 0.18], [0.01, -0.05, 0.12], [0.08, 0.00, 0.12], [-0.29, 0.01, -0.04], [-0.27, -0.08, -0.04], [0.14, 0.11, -0.42], [-0.23, -0.13, 0.01], [-0.11, -0.14, 0.15], [-0.09, -0.10, 0.08], [0.06, 0.19, -0.14], [0.10, 0.12, -0.19], [0.28, 0.07, 0.10], [0.21, 0.02, 0.22], [0.19, -0.05, 0.07], [0.14, 0.04, 0.06], [-0.25, 0.05, -0.02], [-0.24, -0.09, -0.03], [-0.06, 0.06, -0.20], [-0.03, -0.20, -0.11], [-0.19, -0.03, -0.26], [-0.07, -0.03, -0.14], [0.17, -0.01, 0.17], [0.07, -0.02, 0.22], [0.02, 0.26, 0.10]],
  "mulliken_charge": [-0.8107, -0.5689, -0.5479, -0.0589, 0.1690, 0.6071, -0.8093, -0.2826, 0.4125, -0.5502, -0.3288, 0.1438, -0.1094, -0.8405, -0.3434, -0.2292, -0.1824, 0.4057, 0.1614, 0.1610, 0.3072, 0.2478, 0.3716, 0.2924, 0.3714, 0.1220, 0.0581, 0.2947, 0.3688, 0.3496, -0.0240, 0.4703, -0.0080, 0.3765, -0.4514, -0.5121, 0.2422, 0.2346, 0.1795, 0.3153, -0.5838, -0.4993, 0.2576, 0.2592, 0.2509, 0.3281, -0.3935, -0.4606, 0.0560, 0.2725, 0.2465, 0.2401, -0.5111, -0.4828, 0.2036, 0.2680, 0.2558, 0.2830, -0.2102, -0.5147, 0.2862, -0.1152, 0.2317, 0.3120, -0.5912, -0.4383, 0.2270, 0.2728, 0.2771, 0.2675],
  "smiles": "CCCN[C@@]1([PH2]=N)OC(=O)O[C@@]1(Cl)CCCF.CO.CO.CO.CO.CO.CO",
  "homo_lumo_gap_ha": 0.3239,
  "e_lumo_ha": 0.0008
}

Number 1: HOMO energy -8.98 eV. Number 2: HOMO energy -3.46 eV. Number 3: HOMO energy -8.79 eV.